This record from the Open Molecules 2025 dataset describes C35H56Br18O2 as an isolated structure in a non-equilibrium geometry. The level of theory is the ωB97M-V functional and the def2-TZVPD basis.

Positions of all 111 atoms, in Å:
C1 -4.3057 2.6078 -2.2806
C2 -3.2396 1.5786 -1.7411
C3 -3.0868 0.3606 -2.6759
C4 -1.9346 -0.6063 -2.2904
C5 -0.5944 0.1757 -2.2415
C6 0.6483 -0.7655 -2.0125
C7 1.5887 -0.1480 -0.9492
C8 3.0639 -0.0267 -1.3485
C9 3.8877 0.6940 -0.4560
C10 5.2461 0.9050 -0.6484
C11 5.8204 0.3840 -1.8157
C12 5.0152 -0.3156 -2.7279
C13 3.6446 -0.5376 -2.5054
C14 5.6999 -0.8055 -3.9736
O1 5.2933 -1.7203 -4.6821
C15 6.9379 -0.0774 -4.4183
C16 7.6861 0.5947 -3.5467
C17 7.3037 0.5827 -2.0765
O2 8.1238 0.6975 -1.1942
H1 -4.8200 2.2240 -3.1727
H2 -3.7598 3.5210 -2.5815
H3 -4.9953 2.9245 -1.4859
H4 -2.3158 2.1525 -1.5874
H5 -3.6239 1.2517 -0.7570
H6 -4.0407 -0.1912 -2.6388
H7 -2.8883 0.7318 -3.6962
H8 -2.1135 -0.9762 -1.2634
H9 -1.8773 -1.4370 -3.0159
H10 -0.6731 0.8715 -1.3979
H11 -0.4305 0.6907 -3.2026
H12 0.2682 -1.7538 -1.7011
H13 1.1102 -0.9104 -2.9975
H14 1.5738 -0.7570 -0.0247
H15 1.2748 0.8606 -0.6298
H16 3.4250 1.1177 0.4636
H17 5.7923 1.4855 0.0952
H18 3.0581 -1.1041 -3.2270
H19 7.2061 -0.0889 -5.4794
H20 8.5694 1.1561 -3.8597
Br1 0.8848 -2.4192 2.8413
C18 2.7875 -2.7397 3.0775
C19 3.4986 -1.5013 3.5526
Br2 3.7458 -0.2341 2.0901
H21 3.1653 -3.1113 2.1289
H22 2.8525 -3.5295 3.8249
H23 4.5029 -1.7437 3.8972
H24 2.9661 -0.9784 4.3422
Br3 -3.4895 -2.2785 -5.0484
C20 -3.4837 -1.6391 -6.8874
C21 -3.1741 -0.1684 -6.9572
Br4 -4.7126 0.9095 -6.4447
H25 -4.4504 -1.8919 -7.3134
H26 -2.7080 -2.2163 -7.3875
H27 -2.9490 0.1256 -7.9793
H28 -2.3528 0.1262 -6.3093
Br5 -0.8410 -6.1482 3.3571
C22 -0.8721 -6.4065 5.2859
C23 -0.8237 -5.0930 6.0202
Br6 0.9688 -4.3417 6.0154
H29 -0.0400 -7.0602 5.5310
H30 -1.8087 -6.9227 5.4892
H31 -1.0692 -5.2346 7.0716
H32 -1.4821 -4.3405 5.5958
Br7 5.5517 -3.3225 -3.4455
C24 5.6677 -5.2959 -3.3796
C25 6.5837 -5.7829 -2.2810
Br8 8.4576 -5.5604 -2.7667
H33 5.9831 -5.6173 -4.3681
H34 4.6476 -5.6341 -3.1973
H35 6.4601 -6.8530 -2.1159
H36 6.4372 -5.2576 -1.3419
Br9 -0.5937 2.6972 1.2375
C26 -2.3169 3.4497 1.7399
C27 -2.8700 2.7860 2.9706
Br10 -3.6057 1.0269 2.5587
H37 -2.9676 3.3544 0.8745
H38 -2.1223 4.5044 1.9300
H39 -3.7034 3.3574 3.3680
H40 -2.1287 2.6435 3.7512
Br11 -3.5331 5.3061 4.8782
C28 -5.0594 4.6306 5.8779
C29 -4.7676 4.5691 7.3521
Br12 -3.6355 3.0468 7.7905
H41 -5.3139 3.6635 5.4514
H42 -5.8641 5.3358 5.6759
H43 -5.6855 4.4142 7.9159
H44 -4.2628 5.4563 7.7226
Br13 -4.3723 0.3255 -10.3563
C30 -3.8085 2.0955 -10.9334
C31 -2.3743 2.0923 -11.3897
Br14 -1.1490 2.0411 -9.8774
H45 -3.9903 2.7713 -10.1025
H46 -4.4719 2.3518 -11.7573
H47 -2.1389 3.0150 -11.9169
H48 -2.1310 1.2441 -12.0226
Br15 -5.5442 7.2856 2.8789
C32 -5.7253 9.0426 3.6942
C33 -5.1195 9.0719 5.0731
Br16 -6.2709 8.1986 6.3793
H49 -6.7829 9.2886 3.6866
H50 -5.1934 9.7215 3.0302
H51 -5.0188 10.0971 5.4245
H52 -4.1538 8.5769 5.1239
Br17 1.5919 -7.2263 8.6338
C34 3.4989 -6.9118 8.8592
C35 3.7680 -5.9168 9.9565
Br18 3.3998 -4.0967 9.3744
H53 3.8828 -6.5957 7.8936
H54 3.9190 -7.8833 9.1131
H55 4.8226 -5.9221 10.2257
H56 3.1687 -6.0915 10.8451

The molecular weight is 1947.103 g mol⁻¹. The HOMO-LUMO gap is 7.5 eV. Its total charge is 0. The value obtained for the maximum force is 0.1189 Eh/bohr.

This record from the Open Molecules 2025 dataset describes C35H56InN2O5SbSe3 as an isolated structure in a non-equilibrium geometry. The level of theory is the ωB97M-V functional and the def2-TZVPD basis.

Positions of all 103 atoms, in Å:
In1 -1.0998 -2.0132 0.4605
O1 -5.3548 -3.9535 -2.8374
C1 -4.3133 -3.3880 -3.5748
C2 -3.2639 -2.8229 -2.6133
C3 -2.2124 -2.1205 -3.4762
O2 -1.5001 -3.0474 -4.2999
C4 -3.9793 -1.8075 -1.7067
Se1 -2.9668 -0.6076 -0.4932
C5 -2.6621 -4.0091 -1.8219
Se2 -0.7729 -3.8832 -1.2310
H1 -5.9440 -4.4245 -3.4334
H2 -4.6343 -2.5446 -4.2013
H3 -3.8577 -4.1609 -4.2033
H4 -1.5155 -1.5729 -2.8646
H5 -2.6693 -1.3810 -4.1269
H6 -0.9754 -3.6284 -3.7121
H7 -4.6582 -2.3579 -1.0460
H8 -4.5472 -1.1234 -2.3377
H9 -2.6650 -4.8837 -2.4460
H10 -3.2590 -4.2524 -0.9570
C6 -2.5793 -5.9392 5.8086
O3 -1.1529 -5.9392 5.7972
C7 -0.5677 -5.1518 4.8314
C8 0.8590 -5.2816 4.6839
C9 1.4510 -4.5871 3.6749
C10 0.7644 -3.6890 2.8336
C11 1.5170 -3.0034 1.8103
C12 2.9847 -3.2671 1.7068
O4 1.0412 -2.2111 0.9465
C13 -0.6245 -3.5078 3.0382
O5 -1.4006 -2.7283 2.3754
C14 -1.2708 -4.3097 4.0363
H11 -2.8149 -6.6423 6.6095
H12 -3.0046 -6.2391 4.8556
H13 -2.9558 -4.9595 6.0798
H14 1.4378 -5.9580 5.3143
H15 2.5112 -4.7539 3.5568
H16 3.4735 -3.0714 2.6521
H17 3.4257 -2.6059 0.9622
H18 3.1663 -4.3413 1.4394
H19 -2.3341 -4.2007 4.1004
C15 4.4236 4.3158 1.7158
C16 3.2062 3.9954 2.5275
C17 2.8069 2.5178 2.5565
C18 2.3816 1.9005 1.2395
N1 1.0933 2.3872 0.7327
C19 -0.0829 1.8674 1.1053
Se3 -0.3459 0.3784 2.1844
N2 -1.0503 2.6227 0.5523
C20 -2.4781 2.5554 0.9339
C21 -2.8794 3.5375 2.0164
C22 -2.2900 3.3411 3.4238
C23 -0.9691 4.0734 3.6131
C24 -0.4784 3.6778 -0.1640
C25 -1.0426 4.7293 -0.8896
C26 -0.2078 5.6120 -1.4934
C27 1.1709 5.4803 -1.3839
C28 1.7421 4.4577 -0.6484
C29 0.8953 3.5251 -0.0593
H20 4.7803 5.3319 1.8790
H21 4.2921 4.2046 0.6542
H22 5.2536 3.6432 1.9941
H23 2.3669 4.5869 2.1226
H24 3.3921 4.3061 3.5574
H25 1.9799 2.4229 3.2641
H26 3.6294 1.9147 2.9218
H27 2.3360 0.8208 1.3315
H28 3.1149 2.0852 0.4265
H29 -2.6609 1.5168 1.2164
H30 -3.0106 2.7344 0.0103
H31 -3.9517 3.3896 2.0591
H32 -2.6432 4.5473 1.6482
H33 -2.1796 2.2575 3.6155
H34 -3.0436 3.7269 4.1297
H35 -0.2045 3.7135 2.9154
H36 -0.5316 3.9011 4.6020
H37 -1.1123 5.1825 3.4644
H38 -2.1161 4.8529 -1.0479
H39 -0.5844 6.3977 -2.1290
H40 1.8131 6.2081 -1.8895
H41 2.8187 4.4367 -0.5520
C30 3.5753 2.4216 -2.9778
C31 3.4290 0.9721 -3.4143
Sb1 2.0411 -0.1576 -2.1637
C32 0.3404 1.0443 -2.6520
C33 -0.2183 0.8490 -4.0366
C34 1.6597 -1.7905 -3.5068
C35 1.9698 -1.6162 -4.9923
H42 4.2682 2.9801 -3.6026
H43 3.9391 2.5056 -1.9446
H44 2.6384 2.9529 -3.0640
H45 4.3831 0.3823 -3.3653
H46 3.0479 0.8886 -4.4493
H47 0.6447 2.0804 -2.4364
H48 -0.4058 0.7469 -1.9018
H49 0.4592 1.1729 -4.8160
H50 -1.1811 1.3403 -4.2095
H51 -0.3606 -0.2119 -4.1930
H52 0.6016 -1.9988 -3.3631
H53 2.2249 -2.6049 -3.0552
H54 1.4487 -0.7670 -5.4299
H55 1.7231 -2.4884 -5.6170
H56 3.0620 -1.4883 -5.1561

The molecular weight is 1058.300 g mol⁻¹. The HOMO-LUMO gap is 8.1 eV. Its total charge is 0. The value obtained for the energy above the lowest of the compared OMol25 structures with the same formula, charge and spin is 0.0 kJ/mol. The value obtained for the maximum force is 0.0299 Eh/bohr.

This record from the Open Molecules 2025 dataset describes C35H56InN2O5SbSe3 as an isolated structure in a non-equilibrium geometry. The level of theory is the ωB97M-V functional and the def2-TZVPD basis.

Positions of all 103 atoms, in Å:
In1 14.3703 15.3653 9.8185
O1 18.0555 13.6965 14.1616
C1 16.7308 13.3727 14.2373
C2 15.8151 13.9519 13.1844
C3 14.3787 13.5631 13.4506
O2 14.3204 12.0959 13.3228
C4 15.9132 15.5556 13.1878
Se1 14.4695 16.4803 12.2298
C5 16.2874 13.3724 11.8813
Se2 15.0273 13.0116 10.3435
H1 18.1242 14.6290 14.2630
H2 16.4139 13.6205 15.3200
H3 16.6142 12.2805 14.0487
H4 13.7951 14.0360 12.7100
H5 14.0989 13.9070 14.4510
H6 13.8779 11.8663 12.4320
H7 16.8453 15.9416 12.7871
H8 15.7111 15.9789 14.1807
H9 16.5892 12.3886 12.1199
H10 17.0679 14.0010 11.4250
C6 14.7877 21.8475 8.1563
O3 14.5955 21.1413 6.9064
C7 14.6781 19.8103 6.9362
C8 14.2074 19.2356 5.7175
C9 13.8971 17.9012 5.6973
C10 14.2918 17.0124 6.7331
C11 13.9249 15.6357 6.6438
C12 13.4181 15.0267 5.3462
O4 14.0770 14.7862 7.5600
C13 14.9517 17.5393 7.9241
O5 15.4882 16.7343 8.7676
C14 15.0095 18.9088 7.9557
H11 14.1354 22.7343 8.1099
H12 15.7802 22.1102 8.3467
H13 14.3457 21.2758 8.9627
H14 13.9961 19.9232 4.9360
H15 13.4382 17.4942 4.7492
H16 12.3543 15.2594 5.2315
H17 13.5143 13.9794 5.4054
H18 13.9986 15.4176 4.5479
H19 15.4390 19.3350 8.8611
C15 8.4519 12.0454 5.9730
C16 8.6657 13.3313 6.7512
C17 10.0345 13.9086 6.6128
C18 11.0715 13.0455 7.3114
N1 11.0215 12.9178 8.7514
C19 11.2173 13.8669 9.7059
Se3 11.6913 15.7005 9.4925
N2 11.0284 13.3030 10.9038
C20 10.8381 13.9724 12.1830
C21 9.3410 13.9878 12.7337
C22 8.3784 14.8565 11.8778
C23 7.7356 14.2859 10.5455
C24 10.5450 12.0386 10.7384
C25 10.2590 11.0670 11.7054
C26 10.0203 9.8279 11.2066
C27 10.0136 9.5260 9.8217
C28 10.2788 10.5173 8.9000
C29 10.5645 11.7749 9.3818
H20 7.5141 11.5603 6.2491
H21 9.1758 11.3122 6.1643
H22 8.4815 12.2245 4.8975
H23 8.4082 13.1574 7.7875
H24 7.9286 14.0530 6.3608
H25 10.1605 14.9295 7.0427
H26 10.3984 13.9789 5.6083
H27 12.0886 13.4152 7.1041
H28 11.1611 12.0159 6.9138
H29 11.1552 15.0393 11.9845
H30 11.5345 13.5507 12.9076
H31 9.5207 14.4558 13.6746
H32 8.9218 12.9856 12.8301
H33 8.8982 15.8401 11.7121
H34 7.5380 15.0425 12.6065
H35 8.4716 14.2651 9.7539
H36 6.9148 14.9658 10.3074
H37 7.3769 13.2975 10.8273
H38 10.3870 11.2874 12.7602
H39 9.9586 8.9363 11.8388
H40 9.8618 8.4802 9.4902
H41 10.5295 10.2173 7.9139
C30 13.0394 7.4386 8.1319
C31 14.3903 8.0324 7.8907
Sb1 14.5821 10.1036 8.4317
C32 13.7221 9.7799 10.4465
C33 14.5750 8.9450 11.4340
C34 16.7089 9.8529 8.8302
C35 17.5749 10.8292 7.9406
H42 13.0114 6.3328 7.8896
H43 12.4123 7.9332 7.3765
H44 12.6330 7.5634 9.1076
H45 14.6515 8.0437 6.8502
H46 15.1216 7.5012 8.5340
H47 12.9029 9.1649 10.0901
H48 13.1991 10.7299 10.7865
H49 14.7129 7.9255 11.1211
H50 14.1112 8.8310 12.4024
H51 15.5286 9.4835 11.5309
H52 16.8950 8.7957 8.5781
H53 16.8711 10.0355 9.9037
H54 17.2568 10.8095 6.8811
H55 18.6532 10.5387 8.0528
H56 17.4360 11.8372 8.2864

The molecular weight is 1058.300 g mol⁻¹. The HOMO-LUMO gap is 7.5 eV. Its total charge is 0. The value obtained for the energy above the lowest of the compared OMol25 structures with the same formula, charge and spin is 238.9 kJ/mol. The value obtained for the maximum force is 0.0763 Eh/bohr.

This record from the Open Molecules 2025 dataset describes C35H56InN3P2 as an isolated structure in a non-equilibrium geometry. The level of theory is the ωB97M-V functional and the def2-TZVPD basis.

Positions of all 97 atoms, in Å:
In1 0.0300 -0.9158 -0.9614
C1 2.6007 3.7348 0.5613
C2 2.4583 2.2136 0.5816
C3 3.8023 1.4837 0.6212
P1 1.4299 1.5369 -0.7966
C4 2.3659 1.6479 -2.3890
C5 3.1060 2.9601 -2.6886
C6 1.4542 1.2450 -3.5545
C7 -0.0312 2.5981 -0.8835
C8 -0.2868 3.6016 -1.8144
C9 -1.4625 4.3420 -1.7859
C10 -1.7212 5.4446 -2.7746
C11 -2.4114 4.0311 -0.8023
C12 -2.1811 3.0561 0.1414
C13 -0.9803 2.3111 0.1245
N1 -0.7128 1.2004 0.8962
C14 -1.2863 0.9550 2.0953
C15 -1.9112 1.9246 2.9205
C16 -2.6542 1.5434 4.0089
C17 -2.8059 0.1894 4.3494
C18 -3.6273 -0.2164 5.5382
C19 -2.0842 -0.7568 3.6189
C20 -1.2732 -0.3986 2.5511
P2 -0.1170 -1.5260 1.7360
C21 -0.6286 -3.2828 1.9497
C22 -2.0543 -3.4205 1.3980
C23 -0.4555 -3.9570 3.3117
C24 1.4698 -1.1046 2.5824
C25 1.4058 -1.1738 4.1086
C26 2.6069 -1.9395 2.0028
H1 3.0555 4.0528 1.5019
H2 1.6362 4.2352 0.4741
H3 3.2436 4.0781 -0.2467
H4 1.8856 1.9414 1.4736
H5 4.4228 1.7349 -0.2411
H6 3.6734 0.3975 0.6464
H7 4.3538 1.7765 1.5160
H8 3.1120 0.8564 -2.2704
H9 2.4698 3.8390 -2.5944
H10 3.4779 2.9300 -3.7146
H11 3.9684 3.0964 -2.0387
H12 0.6199 1.9355 -3.6828
H13 1.0538 0.2366 -3.4219
H14 2.0293 1.2409 -4.4820
H15 0.4494 3.8404 -2.5695
H16 -0.9214 5.5240 -3.5087
H17 -1.8086 6.4045 -2.2621
H18 -2.6611 5.2793 -3.3042
H19 -3.3557 4.5639 -0.7963
H20 -2.9564 2.8106 0.8553
H21 -1.7856 2.9749 2.6921
H22 -3.1377 2.2976 4.6194
H23 -4.4845 0.4428 5.6708
H24 -3.0268 -0.1511 6.4498
H25 -3.9819 -1.2422 5.4495
H26 -2.1172 -1.7876 3.9466
H27 0.0422 -3.7881 1.2468
H28 -2.7953 -3.0259 2.0936
H29 -2.2830 -4.4729 1.2278
H30 -2.1694 -2.8949 0.4454
H31 -1.0222 -3.4742 4.1061
H32 0.5905 -3.9956 3.6103
H33 -0.8083 -4.9876 3.2376
H34 1.6149 -0.0588 2.2884
H35 1.2846 -2.1952 4.4662
H36 0.5959 -0.5665 4.5125
H37 2.3436 -0.7927 4.5190
H38 2.4779 -3.0027 2.2235
H39 3.5588 -1.6260 2.4364
H40 2.6698 -1.8176 0.9227
C27 2.1061 -2.6362 -3.6561
C28 3.1880 -1.9497 -3.1167
C29 3.7084 -2.3306 -1.8853
C30 3.1384 -3.3908 -1.1887
C31 2.0364 -4.0566 -1.7110
C32 1.5273 -3.6851 -2.9508
H41 1.7497 -2.3790 -4.6485
H42 3.6593 -1.1562 -3.6846
H43 4.5856 -1.8328 -1.4872
H44 3.5786 -3.7263 -0.2590
H45 1.6108 -4.9008 -1.1821
H46 0.7209 -4.2651 -3.3878
N2 -1.0985 -1.5426 -3.2238
C33 -2.4520 -2.1403 -3.1807
C34 -3.5099 -1.1003 -2.8554
C35 -3.6806 -0.8825 -1.3668
N3 -2.4701 -0.2639 -0.7773
H47 -1.0771 -0.7874 -3.9033
H48 -0.4386 -2.2394 -3.5508
H49 -2.4478 -2.9159 -2.4104
H50 -2.6892 -2.6255 -4.1282
H51 -4.4657 -1.4102 -3.2776
H52 -3.2484 -0.1476 -3.3335
H53 -3.8480 -1.8405 -0.8709
H54 -4.5601 -0.2617 -1.1860
H55 -2.6035 -0.1510 0.2232
H56 -2.3796 0.6805 -1.1459

The molecular weight is 695.620 g mol⁻¹. The HOMO-LUMO gap (alpha / beta) is 4.4 / 4.4 eV. Its total charge is +2. The value obtained for the energy above the lowest of the compared OMol25 structures with the same formula, charge and spin is 0.0 kJ/mol. The value obtained for the maximum force is 0.0327 Eh/bohr.

The highest molecular weight belongs to which entry?
C35H56Br18O2

The lowest maximum force belongs to which entry?
number 2